(1)
{
  "formula": "C26H46Br8N6",
  "method": "the ωB97M-V functional and the def2-TZVPD basis",
  "smiles": "BrCCBr.BrCCBr.BrCCBr.BrCCBr.CCCC#N.CCCC#N.CCCC#N.CC#N.CC#N.CC#N",
  "e_tot_ev": -596986.381,
  "total_charge": 0,
  "gap_ev": 10.4,
  "homo_ha": -0.370,
  "symbols": ["H", "H", "H", "H", "H", "C", "H", "H", "H", "N", "H", "C", "C", "H", "H", "C", "H", "H", "C", "C", "H", "C", "Br", "C", "Br", "C", "H", "H", "C", "Br", "C", "C", "C", "H", "H", "H", "H", "Br", "N", "H", "H", "C", "H", "C", "H", "H", "C", "H", "C", "H", "Br", "H", "N", "H", "H", "H", "H", "H", "H", "C", "H", "C", "Br", "C", "C", "H", "H", "N", "C", "C", "Br", "H", "H", "Br", "N", "H", "C", "H", "H", "C", "H", "H", "N", "H", "C", "H"],
  "xyz": [[2.831, 4.030, 2.923], [2.385, 0.218, 3.763], [-3.215, 2.538, -2.030], [0.189, 0.247, -1.062], [0.958, 2.544, 3.905], [-3.496, 3.087, -0.063], [-2.296, -1.491, -5.107], [4.566, 1.493, -5.066], [-0.070, -3.910, 2.711], [2.858, -2.544, 2.667], [0.257, 0.977, 0.616], [2.639, 1.278, 3.772], [3.668, 1.607, -4.546], [3.638, 1.386, 3.342], [2.466, 0.171, -5.581], [4.389, -2.406, -0.907], [-2.632, 2.075, 7.977], [-1.548, -0.691, 1.875], [-2.156, -0.512, -0.119], [-1.892, -4.706, -1.391], [-0.361, 2.902, 7.356], [1.983, -3.328, 2.635], [-2.489, 3.917, 1.432], [2.166, 3.331, 2.320], [-0.082, -1.599, -4.209], [-1.494, 0.558, -5.356], [0.909, -4.757, 1.681], [1.615, 0.256, -0.134], [-2.762, 3.242, -1.332], [-0.680, 0.419, -7.080], [-2.313, -4.747, 0.075], [3.024, 1.522, 5.195], [2.925, 0.330, -4.593], [-4.376, -3.553, -1.205], [-2.239, -0.585, -3.676], [3.098, 2.476, -4.771], [-3.716, -5.743, -1.982], [4.168, 1.812, -2.701], [2.016, -3.418, -0.879], [2.177, 0.147, -3.924], [-1.326, -3.844, -1.618], [1.604, 2.188, 3.115], [-0.771, 2.607, 5.645], [0.100, -1.216, 0.610], [-2.426, 1.076, -5.539], [2.737, 3.059, 1.457], [-3.095, -4.899, -2.283], [4.360, -1.262, -0.725], [-0.939, 2.247, 6.637], [0.715, -1.490, 1.496], [4.288, -1.135, -4.392], [4.897, -2.590, -1.887], [0.476, 2.637, -3.236], [-4.729, -3.578, -2.943], [1.056, -4.998, 3.423], [0.013, 4.407, -0.644], [1.549, 4.781, -1.331], [-1.780, 2.918, -1.130], [-3.016, 1.517, 6.387], [0.945, -4.270, 2.602], [-1.813, -2.200, 0.970], [0.734, 3.213, -2.267], [-2.880, 5.061, -2.048], [-2.470, 2.298, 6.921], [-1.699, -0.681, -4.612], [1.449, 3.417, -0.278], [-2.726, -5.050, -3.319], [-2.628, -4.864, 1.167], [-1.393, -1.208, 0.911], [0.915, 3.973, -1.033], [-3.173, 4.088, 6.382], [5.040, -2.656, -0.050], [0.391, -2.038, -0.103], [-0.440, 0.455, 6.877], [3.262, 1.683, 6.282], [1.031, 1.559, 2.492], [-3.955, -3.620, -2.188], [-3.311, -2.711, -2.271], [-3.756, 2.097, 0.267], [0.569, 0.096, -0.011], [-4.438, 3.669, -0.159], [-0.894, 1.181, -4.731], [-2.784, 0.068, -0.880], [1.421, 4.039, 2.011], [3.060, -3.036, -0.956], [-1.277, -5.562, -1.549]],
  "lowdin_charge": [0.108, 0.098, 0.059, 0.077, 0.098, -0.674, 0.070, 0.020, 0.080, 0.147, 0.072, -0.164, -0.677, 0.117, 0.059, -0.089, 0.053, 0.136, -0.205, -0.179, 0.088, -0.296, 0.567, -0.105, 0.671, -0.743, 0.057, 0.052, -0.737, 0.646, -0.208, -0.247, -0.668, 0.060, 0.035, 0.049, 0.113, 0.620, 0.152, -0.052, 0.080, -0.238, 0.015, -0.254, 0.062, 0.058, -0.250, 0.101, -0.765, 0.082, 0.600, 0.041, 0.178, 0.068, 0.107, 0.048, 0.085, -0.001, 0.042, -0.076, 0.081, -0.268, 0.630, -0.679, -0.728, 0.048, 0.120, 0.143, -0.161, -0.049, 0.560, 0.080, 0.073, 0.682, 0.140, 0.064, -0.099, 0.065, 0.028, -0.110, 0.058, 0.003, 0.187, 0.056, -0.273, 0.105]
}

***

(2)
{
  "formula": "C5H13N2O",
  "method": "the ωB97M-V functional and the def2-TZVPD basis",
  "e_tot_ev": -10415.841,
  "total_charge": -1,
  "gap_ev": 3.6,
  "e_above_lowest_ev": 7.8578,
  "homo_ha": -0.100,
  "symbols": ["H", "C", "C", "C", "H", "O", "H", "H", "N", "H", "N", "H", "H", "C", "H", "C", "H", "H", "H", "H", "H"],
  "xyz": [[-1.955, -1.665, 1.915], [-1.864, -2.073, 0.886], [-0.595, -0.224, 0.198], [2.362, 1.068, -1.421], [-0.349, 1.216, 1.833], [2.729, 0.685, -2.573], [-2.038, 0.567, 1.517], [1.948, 0.835, 1.081], [0.933, 1.367, -1.171], [0.139, -0.850, 0.754], [-1.650, -1.124, -0.146], [2.876, 1.969, -1.007], [1.051, 1.207, -0.172], [0.066, 0.112, -1.134], [-0.710, 0.150, -1.895], [-1.095, 0.919, 1.089], [-1.024, -2.797, 0.979], [-1.368, 1.808, 0.515], [-2.746, -2.699, 0.726], [2.621, 0.283, -0.538], [0.668, -0.751, -1.435]],
  "nbo_charge": [0.149, -0.445, -0.126, 0.126, 0.210, -0.638, 0.211, -0.236, -0.664, 0.178, -0.496, 0.119, 0.378, -0.244, 0.201, -0.642, 0.163, 0.208, 0.177, 0.174, 0.197]
}

***

(3)
{
  "formula": "C4H7IN2",
  "method": "the ωB97M-V functional and the def2-TZVPD basis",
  "e_tot_ev": -15338.645,
  "total_charge": 0,
  "gap_ev": 9.2,
  "e_above_lowest_ev": 3.4799,
  "homo_ha": -0.334,
  "symbols": ["H", "I", "H", "C", "H", "N", "H", "H", "H", "N", "C", "H", "C", "C"],
  "xyz": [[1.435, -1.781, 1.671], [3.269, -0.186, -0.192], [-0.018, -1.989, 0.628], [1.161, 0.281, 0.230], [0.968, 1.285, -1.667], [0.074, 2.030, 1.025], [-0.794, 2.785, -0.671], [-0.102, -0.984, 2.056], [-1.563, 1.265, -0.087], [0.988, 1.237, 1.271], [0.505, -1.430, 1.334], [0.003, 0.004, -1.571], [0.336, 0.759, -0.954], [-0.627, 1.730, -0.190]],
  "nbo_charge": [0.207, 0.114, 0.192, 0.015, 0.228, -0.117, 0.223, 0.195, 0.221, -0.206, -0.469, 0.236, -0.540, -0.298]
}

***

(4)
{
  "formula": "C21H38Cl30O4S2",
  "method": "the ωB97M-V functional and the def2-TZVPD basis",
  "e_tot_ev": -427920.708,
  "total_charge": 0,
  "gap_ev": 8.1,
  "e_above_lowest_ev": 0.1500,
  "homo_ha": -0.319,
  "symbols": ["H", "H", "Cl", "H", "H", "Cl", "Cl", "H", "C", "C", "Cl", "H", "Cl", "H", "H", "Cl", "C", "Cl", "H", "Cl", "C", "C", "O", "C", "C", "C", "H", "O", "H", "H", "H", "H", "H", "C", "O", "Cl", "S", "Cl", "H", "C", "H", "C", "C", "C", "H", "C", "C", "H", "Cl", "Cl", "H", "Cl", "H", "Cl", "Cl", "H", "H", "Cl", "Cl", "O", "C", "Cl", "H", "C", "S", "H", "Cl", "H", "C", "C", "H", "Cl", "H", "Cl", "H", "Cl", "H", "C", "H", "Cl", "H", "H", "Cl", "H", "Cl", "H", "Cl", "C", "Cl", "Cl", "Cl", "H", "H", "H", "Cl"],
  "xyz": [[-1.538, -8.110, 2.081], [-11.637, -4.243, -1.252], [8.342, 4.572, 3.963], [7.212, 5.876, 5.567], [-8.311, -6.945, -0.816], [-1.421, -0.019, 0.016], [6.774, 0.972, -0.516], [4.750, 2.037, 1.185], [-8.193, -6.538, 0.184], [-3.819, 2.906, -0.049], [10.059, -0.829, -3.196], [-4.515, -0.342, 0.785], [3.028, -2.600, -1.961], [-2.504, 1.383, 2.380], [5.211, -3.293, 4.908], [5.244, -1.063, 4.153], [2.208, -1.163, -1.342], [0.604, 4.796, 1.657], [-4.380, -0.198, -1.464], [-2.960, -2.301, -0.743], [-0.914, 1.567, 0.802], [4.244, 2.778, 1.799], [-6.892, 4.272, -1.459], [6.609, 0.882, -2.273], [-3.812, -3.676, -1.465], [-2.910, 6.116, -3.190], [9.502, -3.113, -3.344], [-6.845, 4.827, 0.895], [7.599, 0.880, -2.720], [-6.082, 0.230, 2.975], [5.544, -3.180, 3.165], [9.243, 0.412, -7.031], [10.345, 1.243, -5.908], [-5.265, 0.811, 2.487], [-4.572, 4.161, -0.269], [7.407, -2.037, -3.382], [-6.232, 3.977, -0.161], [-8.747, -4.862, 0.191], [-2.309, 4.178, 0.871], [-5.022, 1.829, 0.107], [-0.004, 1.314, 1.403], [-1.037, -7.566, 1.286], [5.758, -2.753, 4.141], [-12.346, -4.587, -0.504], [4.328, 3.759, 1.339], [9.118, -2.201, -3.793], [-4.893, 0.645, 1.135], [9.216, -2.251, -4.874], [1.156, -3.822, 0.675], [5.696, 2.260, -2.904], [1.411, -1.475, -0.673], [-5.554, -3.559, -1.205], [8.637, 5.057, 6.249], [0.713, -7.648, 1.554], [3.824, -4.546, 1.597], [-3.646, 3.642, 2.001], [-4.675, 1.530, 3.118], [-6.492, -6.652, 0.653], [6.736, 3.666, 6.228], [-6.361, 2.357, 0.238], [2.277, -5.151, 0.985], [-3.389, 7.817, -3.156], [1.792, -0.607, -2.178], [-1.975, 2.192, 1.803], [-5.175, 0.926, -1.527], [-0.583, 2.328, 0.042], [-1.185, 5.928, -2.846], [1.841, -5.830, 1.731], [-0.010, 6.320, 1.010], [7.776, 4.947, 5.595], [-8.792, -7.110, 0.888], [-1.658, 6.176, 0.376], [-12.415, -3.863, 0.302], [9.582, 2.666, -7.623], [2.451, -5.688, 0.056], [3.320, -0.115, -0.456], [-3.614, -3.690, -2.534], [9.424, 1.330, -6.478], [-0.008, 7.059, 1.807], [8.083, 1.597, -5.358], [-1.266, -8.021, 0.326], [6.086, -0.032, -2.530], [-13.935, -4.759, -1.258], [-3.448, -4.593, -1.010], [7.491, -2.900, 4.462], [-3.479, 5.574, -2.439], [5.009, 2.822, 3.390], [-2.945, 3.295, 1.197], [2.532, 2.346, 1.916], [-1.624, -5.901, 1.284], [-11.778, -6.125, 0.156], [-3.118, 5.711, -4.176], [-1.357, 2.738, 2.576], [0.643, 6.644, 0.203], [-2.934, 2.790, -1.663]],
  "lowdin_charge": [0.030, 0.020, 0.493, 0.025, 0.031, 0.479, 0.520, -0.036, -1.030, -0.655, 0.522, 0.059, 0.496, 0.094, 0.027, 0.499, -1.031, 0.539, -0.154, 0.482, -0.545, -1.001, -0.271, -1.091, -0.984, -1.034, 0.028, -0.269, -0.053, 0.074, -0.038, 0.026, 0.019, 0.041, -0.286, 0.565, 0.753, 0.483, -0.002, -0.688, 0.029, -0.970, -1.046, -1.037, 0.035, -0.990, -0.151, 0.025, 0.516, 0.496, -0.040, 0.506, 0.024, 0.599, 0.536, 0.140, 0.070, 0.492, 0.487, -0.210, -1.068, 0.510, 0.031, -0.227, 0.780, 0.064, 0.472, -0.086, -0.951, -1.024, 0.019, 0.582, 0.030, 0.513, 0.025, 0.517, 0.032, -1.033, 0.031, 0.519, 0.031, -0.042, 0.508, 0.003, 0.499, -0.014, 0.494, -0.170, 0.474, 0.522, 0.488, 0.031, 0.097, 0.031, 0.666]
}

***

(5)
{
  "formula": "C4H13N2",
  "method": "the ωB97M-V functional and the def2-TZVPD basis",
  "e_tot_ev": -7331.823,
  "total_charge": 1,
  "gap_ev": 11.2,
  "e_above_lowest_ev": 1.6646,
  "homo_ha": -0.519,
  "symbols": ["H", "H", "H", "C", "H", "N", "C", "H", "H", "C", "H", "H", "C", "H", "H", "H", "N", "H", "H"],
  "xyz": [[1.276, -1.383, -2.867], [-0.166, 0.007, -0.005], [-2.798, 0.222, 1.407], [0.972, -1.651, -1.850], [0.537, -2.631, -1.671], [1.060, -0.800, -0.919], [1.905, 0.379, -1.169], [0.552, 1.620, 1.616], [2.417, 0.676, -0.260], [-2.102, -0.344, 0.798], [-2.555, -0.580, -0.161], [2.627, 0.167, -1.959], [-0.277, 0.953, 1.854], [-1.000, 1.508, 2.442], [-1.782, -1.279, 1.247], [1.283, 1.216, -1.490], [-0.897, 0.504, 0.575], [0.135, 0.084, 2.356], [-1.187, 1.333, 0.057]],
  "nbo_charge": [0.169, 0.471, 0.232, 0.021, 0.196, -0.492, -0.457, 0.232, 0.219, -0.418, 0.235, 0.219, -0.422, 0.233, 0.235, 0.198, -0.526, 0.237, 0.419]
}

***

(6)
{
  "formula": "C21H47Ba2N3O26P4",
  "method": "the ωB97M-V functional and the def2-TZVPD basis",
  "e_tot_ev": -118775.059,
  "total_charge": 2,
  "gap_ev": 5.9,
  "homo_ha": -0.463,
  "symbols": ["O", "O", "N", "C", "H", "H", "O", "H", "O", "C", "O", "H", "C", "O", "H", "Ba", "H", "H", "O", "O", "H", "H", "H", "P", "H", "H", "C", "C", "O", "H", "Ba", "H", "H", "O", "H", "H", "O", "C", "P", "H", "O", "O", "H", "N", "H", "H", "O", "C", "H", "H", "O", "H", "H", "H", "H", "H", "C", "O", "C", "C", "O", "C", "H", "C", "H", "C", "H", "C", "H", "C", "O", "H", "H", "H", "N", "O", "C", "C", "O", "O", "O", "C", "H", "H", "H", "P", "O", "H", "O", "P", "H", "C", "H", "O", "H", "C", "H", "H", "C", "H", "O", "H", "H"],
  "xyz": [[-4.172, -0.887, -4.762], [5.961, 3.522, 1.788], [-1.231, 1.662, 7.192], [-4.178, 0.290, -5.590], [-8.307, -1.556, -3.443], [4.039, -2.468, -3.267], [1.988, -4.769, -0.021], [-3.956, -2.417, -1.638], [1.159, -3.281, 1.929], [6.181, 3.924, 0.372], [1.973, -2.810, -3.691], [-3.381, 2.593, 0.562], [-2.186, -0.382, 2.465], [2.793, -1.228, -5.566], [-2.522, 1.300, 5.429], [2.691, 0.510, -0.719], [-8.781, -0.120, -4.415], [-5.635, -1.751, -1.356], [1.200, 0.562, 1.599], [-5.762, -2.754, -5.786], [3.459, -5.859, 0.877], [-1.518, -4.329, 1.585], [-3.394, 3.384, 2.216], [1.162, -3.387, 0.304], [-0.504, -0.010, 3.686], [7.188, 3.927, -0.046], [2.190, -2.631, 2.578], [-4.834, -1.937, -2.071], [0.378, -1.067, -4.902], [-4.331, 1.169, -4.964], [-5.816, -0.568, 3.184], [3.211, 2.463, 5.295], [-4.919, 0.279, -6.389], [-0.115, 3.617, -0.668], [-1.767, 2.860, 5.474], [-0.263, -0.601, -2.966], [-0.368, -3.868, -0.020], [-0.672, 0.195, 0.120], [5.087, 2.301, 2.227], [3.686, 0.563, -6.238], [6.238, 1.432, 2.955], [-2.767, -0.646, 3.544], [7.187, 1.412, 4.794], [0.779, 3.560, 0.170], [4.087, -0.075, -4.679], [2.428, 1.827, 3.889], [-0.017, 0.446, -0.867], [3.190, -3.103, -3.012], [-0.475, -5.644, 1.144], [4.701, -0.878, -6.116], [-5.945, 4.186, 0.857], [7.815, 2.470, 3.458], [4.003, -5.015, -0.662], [5.727, 3.323, -0.416], [-4.387, -0.969, -2.295], [2.660, -2.987, 3.495], [0.572, 4.006, 1.592], [-1.040, 0.561, 7.618], [-1.056, -4.820, 0.729], [-1.605, 1.811, 5.723], [1.554, -2.162, -0.407], [-0.636, -0.734, -3.982], [3.763, -4.091, 0.745], [3.832, -0.371, -5.696], [3.882, 1.106, 4.457], [-2.827, -0.260, 1.080], [-0.424, 4.441, 1.666], [3.408, 2.075, 4.296], [-4.717, 2.298, 1.609], [-2.078, -0.059, -0.037], [2.312, -0.224, -3.182], [3.512, -4.115, -3.259], [-8.174, -1.553, -5.187], [-3.154, 0.483, -5.910], [-4.773, 4.156, 0.695], [4.191, 2.902, 3.438], [6.940, 2.130, 4.012], [-0.854, -0.111, 2.670], [-1.354, 2.702, 7.908], [-6.627, -0.697, -4.243], [-5.184, -2.585, -3.263], [-8.060, -0.929, -4.300], [5.743, 4.920, 0.312], [2.977, -2.272, 1.914], [0.529, 3.024, 2.064], [-5.519, -1.856, -4.619], [1.949, 3.180, -0.056], [1.231, 4.778, 1.990], [-4.115, 5.126, 0.218], [1.875, -1.257, -4.218], [-1.359, -1.538, -3.842], [-3.973, 3.053, 1.353], [6.554, 3.058, 4.436], [4.227, 1.629, 1.196], [-0.773, 1.366, 5.177], [-0.029, 0.303, 1.582], [-1.269, 0.082, -4.331], [-1.900, -5.221, 0.168], [3.388, -4.980, 0.237], [-2.582, 0.104, -0.978], [-4.114, -0.415, 0.875], [3.077, -3.056, -1.929], [1.722, -1.770, 3.054]],
  "lowdin_charge": [-0.262, -0.188, -0.412, -0.097, 0.082, 0.090, -0.222, 0.091, -0.188, -0.025, -0.180, 0.094, -0.396, -0.179, 0.076, 2.029, 0.091, 0.083, -0.168, -0.229, 0.107, 0.084, 0.102, 0.519, 0.103, 0.095, -0.140, -0.124, -0.169, 0.083, 1.859, 0.097, 0.096, 0.114, 0.091, 0.053, -0.196, -0.335, 0.439, 0.103, -0.219, -0.147, 0.101, -0.380, 0.064, 0.068, -0.113, -0.114, 0.098, 0.104, 0.092, 0.093, 0.087, 0.072, 0.068, 0.104, 0.076, 0.090, -0.121, 0.042, -0.328, -0.113, 0.072, -0.154, 0.090, -0.377, 0.093, -0.089, 0.048, 0.024, -0.504, 0.107, 0.081, 0.077, -0.419, -0.217, -0.079, 0.003, 0.038, -0.253, -0.198, -0.075, 0.097, 0.080, 0.084, 0.478, -0.111, 0.116, 0.048, 0.603, 0.095, 0.048, 0.095, -0.444, 0.071, -0.320, 0.093, 0.098, -0.064, 0.125, -0.280, 0.045, 0.079]
}